Record 1
DFT (wB97M-V/def2-TZVPD) results for a 2-piece molecular cluster, C2H2FO2S overall in a non-equilibrium geometry.

Values from the calculation:
Kohn-Sham gap (alpha / beta): 6.4 / 6.4 eV
HOMO level (alpha / beta): -3.30 / -3.30 eV
Energy relative to the best compared isomer or geometry (same formula, charge and spin): 3.1569 eV

The geometry in ORCA input format:
```
! wB97M-V def2-TZVPD RIJCOSX def2/J DEFGRID3
* xyz -1 1
C -1.672 -0.018 -0.048
C -0.699 0.750 0.371
O 2.244 -1.742 0.395
O 2.897 -0.022 -1.096
F -1.089 2.128 0.633
S 2.422 -0.282 0.241
H -1.284 -1.091 -0.283
H -2.819 0.276 -0.212
*
```

Results of the natural (NBO) charge analysis, in e, for atoms 1 through 4: atom 1 (C): -0.7200, atom 2 (C): 0.0094, atom 3 (O): -0.8963, atom 4 (O): -0.8946



Record 2
DFT (wB97M-V/def2-TZVPD) results for C19H48AlBN7O15 as an isolated structure in a non-equilibrium geometry.

Values from the calculation:
Kohn-Sham gap: 5.5 eV
HOMO level: -3.98 eV
Energy relative to the best compared isomer or geometry (same formula, charge and spin): 0.0000 eV

The geometry in ORCA input format:
```
! wB97M-V def2-TZVPD RIJCOSX def2/J DEFGRID3
* xyz -1 1
C 3.693 -2.488 2.292
C 3.956 -1.545 1.103
N 3.052 -0.404 0.974
C 1.588 -0.737 0.839
C 1.265 -1.983 0.034
Al -0.586 -1.956 -0.818
C -0.646 -0.872 -2.538
C -2.028 -1.324 0.495
C -3.362 -1.237 -0.259
C -4.434 -0.334 0.401
C -5.748 -1.045 0.677
O -5.544 -2.301 1.327
C -6.339 -2.459 2.466
B -1.124 -4.009 -1.258
C -0.419 -5.259 -0.547
O -2.174 -4.345 -2.153
C 3.309 0.596 1.888
C 2.472 1.855 1.726
O 4.160 0.525 2.769
H 3.133 -1.999 3.080
H 3.155 -3.368 1.942
H 4.652 -2.842 2.669
H 4.952 -1.124 1.234
H 3.986 -2.102 0.171
H 1.111 -0.774 1.822
H 1.137 0.120 0.330
H 1.287 -2.847 0.708
H 2.013 -2.171 -0.733
H -1.353 -0.042 -2.457
H 0.338 -0.467 -2.787
H -0.990 -1.527 -3.337
H -1.769 -0.372 0.969
H -2.145 -2.071 1.289
H -3.789 -2.228 -0.404
H -3.174 -0.833 -1.258
H -4.043 0.117 1.314
H -4.684 0.484 -0.280
H -6.265 -1.207 -0.274
H -6.384 -0.414 1.297
H -6.207 -3.473 2.839
H -7.406 -2.318 2.258
H -6.052 -1.752 3.255
H -0.879 -5.485 0.421
H 0.629 -5.024 -0.363
H -0.449 -6.174 -1.152
H -2.770 -4.969 -1.725
H 2.364 2.078 0.667
H 1.489 1.739 2.172
H 3.022 2.660 2.205
C -6.917 1.403 4.528
N -7.710 1.458 3.269
O -7.100 1.573 2.231
O -8.915 1.377 3.377
H -5.867 1.482 4.273
H -7.240 2.231 5.151
H -7.138 0.454 5.006
C 4.508 0.403 -3.074
N 3.327 -0.451 -3.381
O 2.640 -0.165 -4.343
O 3.124 -1.365 -2.625
H 4.574 1.187 -3.820
H 4.357 0.811 -2.078
H 5.384 -0.237 -3.097
C 2.177 3.304 -4.714
N 2.996 4.024 -3.702
O 3.681 4.955 -4.080
O 2.938 3.633 -2.558
H 2.349 3.768 -5.677
H 2.488 2.261 -4.712
H 1.137 3.382 -4.413
C -4.258 -3.101 -4.163
N -4.379 -1.618 -4.198
O -3.366 -0.985 -4.366
O -5.490 -1.150 -4.027
H -3.216 -3.363 -4.302
H -4.609 -3.428 -3.190
H -4.888 -3.495 -4.956
C 4.161 2.374 5.356
N 2.981 3.059 5.951
O 3.044 3.398 7.116
O 2.026 3.238 5.229
H 4.923 2.295 6.122
H 3.843 1.398 5.005
H 4.500 2.973 4.518
C 5.917 5.494 -2.016
N 6.737 6.205 -0.996
O 7.425 7.134 -1.366
O 6.662 5.806 0.145
H 6.085 5.960 -2.978
H 6.232 4.455 -2.016
H 4.877 5.573 -1.719
*
```

Results of the Mulliken charge analysis, in e, for atoms 1 through 4: atom 1 (C): -1.2183, atom 2 (C): -0.7382, atom 3 (N): 0.5166, atom 4 (C): -0.9472



Record 3
DFT (wB97M-V/def2-TZVPD) results for one molecule with the formula C18H24BrNO5S.

Values from the calculation:
Kohn-Sham gap: 9.0 eV
HOMO level: -8.92 eV
SMILES: CCOC(=O)[C@@H](CSCC(=O)c1ccc(Br)cc1)NC(=O)OC(C)(C)C

The geometry in ORCA input format:
```
! wB97M-V def2-TZVPD RIJCOSX def2/J DEFGRID3
* xyz 0 1
C 0.288 0.196 5.191
C -0.825 0.275 4.159
O -0.273 0.054 2.854
C -0.603 -1.036 2.190
O -1.435 -1.845 2.509
C 0.237 -1.154 0.915
C 1.440 -2.065 1.193
S 2.435 -1.564 2.628
C 3.437 -0.182 1.961
C 2.673 1.123 2.054
O 2.500 1.665 3.121
C 2.108 1.680 0.799
C 0.939 2.437 0.904
C 0.321 2.944 -0.219
C 0.894 2.714 -1.459
Br 0.042 3.371 -3.013
C 2.081 2.015 -1.586
C 2.682 1.492 -0.458
N -0.557 -1.690 -0.161
C -0.826 -0.938 -1.266
O -0.248 0.095 -1.513
O -1.760 -1.534 -2.005
C -2.200 -0.942 -3.258
C -3.233 -1.936 -3.789
C -2.847 0.416 -2.995
C -1.029 -0.814 -4.230
H -0.098 0.471 6.168
H 1.091 0.874 4.914
H 0.689 -0.814 5.236
H -1.268 1.274 4.138
H -1.604 -0.471 4.343
H 0.573 -0.160 0.609
H 1.088 -3.067 1.439
H 2.084 -2.116 0.315
H 4.300 -0.141 2.626
H 3.741 -0.455 0.955
H 0.512 2.588 1.884
H -0.599 3.502 -0.139
H 2.521 1.864 -2.560
H 3.614 0.959 -0.569
H -1.187 -2.446 0.066
H -2.770 -2.907 -3.947
H -3.640 -1.579 -4.730
H -4.041 -2.052 -3.072
H -3.249 0.816 -3.921
H -3.653 0.314 -2.272
H -2.111 1.114 -2.606
H -1.391 -0.464 -5.192
H -0.544 -1.779 -4.362
H -0.301 -0.103 -3.851
*
```

Results of the natural (NBO) charge analysis, in e, for atoms 1 through 4: atom 1 (C): -0.6355, atom 2 (C): -0.0794, atom 3 (O): -0.5044, atom 4 (C): 0.8046



Record 4
DFT (wB97M-V/def2-TZVPD) results for C38H29BiO2PSSi as an isolated structure.

Values from the calculation:
Expectation value of S²: 0.759
Kohn-Sham gap (alpha / beta): 6.1 / 5.8 eV
HOMO level (alpha / beta): -6.06 / -6.48 eV
Energy relative to the best compared isomer or geometry (same formula, charge and spin): 0.3016 eV

The geometry in ORCA input format:
```
! wB97M-V def2-TZVPD RIJCOSX def2/J DEFGRID3
* xyz 0 2
Bi -0.052 -0.979 -0.754
O -0.107 2.394 3.103
C 0.512 1.528 2.535
O 0.095 0.254 2.513
C 1.838 1.810 1.895
C 2.217 3.149 1.966
C 3.434 3.583 1.474
C 4.306 2.661 0.922
C 3.943 1.325 0.848
C 2.709 0.874 1.318
P 2.283 -0.879 1.030
C 2.338 -1.710 2.653
C 2.489 -1.024 3.854
C 2.410 -1.698 5.064
C 2.200 -3.069 5.086
C 2.081 -3.768 3.892
C 2.144 -3.090 2.684
C 3.751 -1.553 0.187
C 3.823 -1.406 -1.199
C 4.923 -1.879 -1.898
C 5.953 -2.518 -1.221
C 5.883 -2.677 0.155
C 4.789 -2.194 0.859
H 1.523 3.844 2.417
H 3.700 4.630 1.530
H 5.271 2.973 0.542
H 4.636 0.625 0.406
H 2.645 0.048 3.851
H 2.502 -1.147 5.991
H 2.126 -3.592 6.031
H 1.923 -4.839 3.900
H 2.044 -3.644 1.756
H 3.010 -0.924 -1.730
H 4.969 -1.757 -2.972
H 6.808 -2.895 -1.767
H 6.684 -3.175 0.687
H 4.747 -2.314 1.934
C -3.100 -4.121 1.177
C -3.929 -3.030 1.376
C -3.410 -1.841 1.879
C -2.052 -1.723 2.180
C -1.238 -2.841 1.990
C -1.749 -4.027 1.492
Si -1.498 -0.157 3.010
C -1.352 -0.508 4.837
C -1.762 -1.724 5.386
C -1.611 -1.985 6.742
C -1.053 -1.029 7.575
C -0.645 0.192 7.051
C -0.791 0.446 5.696
C -2.694 1.210 2.631
C -3.343 1.915 3.645
C -4.253 2.917 3.340
C -4.524 3.233 2.016
C -3.887 2.541 0.995
C -2.985 1.533 1.303
H -3.502 -5.045 0.781
H -4.983 -3.096 1.139
H -4.075 -0.998 2.026
H -0.188 -2.783 2.245
H -1.097 -4.881 1.350
H -2.198 -2.485 4.749
H -1.931 -2.938 7.147
H -0.938 -1.230 8.633
H -0.215 0.945 7.699
H -0.466 1.400 5.295
H -3.138 1.686 4.684
H -4.749 3.455 4.138
H -5.230 4.019 1.780
H -4.088 2.785 -0.040
H -2.490 1.002 0.495
S 0.324 2.530 -1.441
C 0.112 0.986 -1.278
*
```

Results of the Mulliken charge analysis, in e, for atoms 1 through 4: atom 1 (Bi): 1.0681, atom 2 (O): -0.6947, atom 3 (C): 0.4297, atom 4 (O): 1.3171



Record 5
DFT (wB97M-V/def2-TZVPD) results for a 2-piece molecular cluster, C8H16N3O3S overall in a non-equilibrium geometry.

Values from the calculation:
Kohn-Sham gap: 9.0 eV
HOMO level: -12.11 eV
Energy relative to the best compared isomer or geometry (same formula, charge and spin): 1.0217 eV

The geometry in ORCA input format:
```
! wB97M-V def2-TZVPD RIJCOSX def2/J DEFGRID3
* xyz 1 1
C 1.320 0.010 1.423
C -0.047 -1.100 -1.034
C 3.605 -0.273 -1.151
C 3.478 1.176 -1.009
C 1.417 -0.013 -0.088
C -3.325 -0.806 0.336
C -2.609 -0.756 -1.053
C -3.528 0.698 0.840
N 0.307 0.685 1.956
N -1.193 -0.394 -0.888
N 2.550 -0.934 -0.412
O 2.120 -0.692 2.012
O 0.489 -2.148 -1.308
O -2.376 1.429 0.996
S 1.539 1.500 -0.940
H 3.652 -0.453 -2.199
H 4.538 -0.552 -0.786
H 3.708 1.518 0.082
H 4.024 1.774 -1.719
H -4.259 -1.270 0.199
H -2.754 -1.286 1.194
H -2.563 -1.871 -1.431
H -3.180 -0.017 -1.687
H -4.066 1.197 -0.071
H -4.036 0.797 1.798
H -0.568 1.011 1.730
H 0.369 0.739 3.012
H -0.995 0.636 -0.654
H 2.212 -1.829 -0.797
H 2.806 -1.101 0.611
H -2.635 2.325 1.040
*
```

Results of the natural (NBO) charge analysis, in e, for atoms 1 through 4: atom 1 (C): 0.6266, atom 2 (C): 0.8338, atom 3 (C): -0.2736, atom 4 (C): -0.4380